{
  "formula": "C3H3Cl5Si",
  "method": "ωB97M-V with the def2-TZVPD basis set",
  "symbols": ["C", "C", "C", "Si", "Cl", "Cl", "Cl", "Cl", "Cl", "H", "H", "H"],
  "positions_angstrom": [[-1.169, -0.700, 0.560], [-1.859, 0.335, 1.012], [1.567, 0.653, -0.354], [0.374, -0.635, -0.995], [-1.445, -2.274, 1.128], [-3.116, 0.263, 2.221], [-1.540, 1.882, 0.350], [2.878, 0.469, -1.575], [2.135, 0.057, 1.238], [1.519, 1.717, -0.198], [-0.472, -0.004, -1.924], [1.128, -1.763, -1.462]],
  "forces_ev_per_angstrom": [[2.22, -0.30, -1.89], [-0.18, -0.23, 0.10], [1.49, -0.50, 0.41], [-2.70, 1.58, 2.98], [-0.29, -0.84, 0.48], [0.53, 0.03, -0.50], [-0.08, 0.49, 0.01], [0.36, 0.14, -0.22], [0.12, -0.16, 0.17], [-0.95, 0.14, -0.33], [-0.57, 0.39, -1.48], [0.05, -0.76, 0.27]],
  "lowdin_charge": [-0.90, -1.26, -1.23, 0.61, 0.60, 0.61, 0.64, 0.49, 0.52, 0.00, -0.05, -0.03],
  "relative_energy_kcal_mol": 81.63,
  "gap_ev": 9.8,
  "spin_multiplicity": 1,
  "lumo_ha": 0.01612
}